1.
Entry from the Open Molecules 2025 dataset: a cluster of 2 separate species, C23H33ClN2O10S in total in a non-equilibrium geometry (ωB97M-V with the def2-TZVPD basis set).

HOMO level   -8.77 eV
SMILES   CCNc1c(CCCO)cc(CC(=O)Cl)c2c1C(=O)N(CCCCS(=O)(=O)O)C2=O.CCOC(=O)OC

```
! RIJCOSX wB97M-V def2-TZVPD def2/J DEFGRID3
* xyz 0 1
C -6.1310 1.6582 -1.5090
H 0.7574 1.3860 1.2385
H -6.9358 2.0584 -0.7941
C 2.3577 -5.1080 7.0422
C 1.8145 1.2222 -3.3300
C -0.3018 1.4512 -1.1044
C 6.3173 1.3561 -1.7232
H -5.7839 -0.0568 -3.0027
H 2.6329 1.1323 -4.1378
H 3.9948 -0.4317 -1.4596
H -7.5880 0.4266 -2.6923
Cl 1.6197 2.0684 -7.6800
H 6.5926 0.2386 -1.8163
H 0.9564 -2.5964 0.3546
H -1.0843 1.0484 -5.3783
H 1.7172 -5.6324 6.3281
C 0.9388 -1.5270 -0.0869
H 1.1405 -0.6890 2.0603
H 4.5221 2.7283 -1.9806
S -6.7534 -1.0594 -0.9271
C 4.7808 1.6331 -2.1831
C -4.7677 1.3687 -0.6537
N -2.4736 2.4168 -1.1799
H -4.3036 3.5161 -1.4300
H 0.0966 -0.7018 5.7932
C -2.2772 2.0074 -2.5861
H -7.5402 -3.0306 -1.5839
O 2.2470 -1.9638 7.0192
C 2.2540 -2.2927 5.8578
H -5.9156 2.4180 -2.3528
C 1.1606 1.1351 -0.7184
O 2.7980 -3.4144 5.3560
O 1.6969 -1.6093 4.8427
H 1.7062 -4.4710 7.6452
C -0.1500 1.7171 -5.2432
H 2.7199 -0.8106 1.0407
O 1.3923 -0.0838 -6.1426
O -5.4951 -1.8757 -0.7300
H 6.9728 2.0105 -2.4161
H 1.6414 0.2120 5.8643
O -1.9235 1.2111 0.9010
C 2.2560 1.0159 -1.8532
O -7.3115 -0.5232 0.3615
C -6.5483 0.2762 -2.2157
H 1.5637 -1.6012 -1.0590
C 1.0059 -0.4302 5.2517
C 1.5946 -0.5539 1.0085
O -3.1574 1.9808 -3.4796
H -4.2220 0.4876 -1.1449
H -3.7846 3.1118 0.3418
H 4.0314 -3.7228 7.0135
H 4.0680 -4.9545 5.7582
H -0.3704 2.8187 -5.4559
O 6.3986 1.8056 -0.3250
C 0.3159 1.5352 -3.7247
C -0.7218 1.6668 -2.5897
H 4.6274 1.4201 -3.2965
C 3.7403 0.6892 -1.3638
C -1.6276 1.6289 -0.2416
H 2.8282 -5.8401 7.7021
H -0.1413 -1.2847 -0.3632
C 3.4063 -4.2872 6.3159
H -5.0269 1.0727 0.4323
C -3.8694 2.7093 -0.7409
H 6.3999 0.9567 0.1843
N 1.5013 0.9169 0.6962
H 0.7225 0.1223 4.3542
O -7.9157 -2.1198 -1.5689
H 3.8792 0.9456 -0.2497
C 0.9539 1.0914 -6.2495
*
```

2.
Entry from the Open Molecules 2025 dataset: a cluster of 11 separate species, C50H133N11O14 in total in a non-equilibrium geometry (ωB97M-V with the def2-TZVPD basis set).

HOMO level   -7.92 eV
SMILES   COC[C@H](C)N.COC[C@H](C)N.COC[C@H](C)N.COC[C@H](C)N.COC[C@H](C)N.COC[C@H](C)N.COC[C@H](C)N.COC[C@H](C)N.COCCNCCOC.COCCNCCOC.COCCNCCOC
Relative energy (zero: lowest compared OMol25 entry of this formula, charge and spin)   76.6 kcal per mole

```
! RIJCOSX wB97M-V def2-TZVPD def2/J DEFGRID3
* xyz 0 1
C -11.3872 -13.3085 -21.5641
H -16.5827 -12.8685 -10.9546
H -10.8543 -12.6873 -23.6215
H -21.3140 -10.7242 -14.5148
C -11.9790 -15.3778 -15.3329
C -8.7934 -15.5309 -15.8648
H -12.9240 -19.7391 -19.0063
H -15.6413 -14.3063 -20.2709
H -17.6134 -14.1771 -18.7716
H -17.2919 -17.9499 -8.3728
H -22.6310 -14.6968 -15.8006
H -12.1520 -15.2455 -20.8982
C -14.6319 -14.6008 -19.9838
H -20.5322 -14.9729 -13.3019
H -20.4769 -13.8282 -17.4846
H -11.7311 -15.3599 -17.4930
H -12.5896 -13.9631 -16.8554
H -8.2328 -15.5541 -14.9303
N -17.6319 -15.0355 -18.2397
O -21.3993 -14.4548 -11.4498
H -24.6136 -13.3819 -17.1165
H -20.2464 -14.2230 -16.0048
H -18.1425 -22.3019 -14.4674
N -20.1996 -14.6254 -16.9300
H -12.4054 -8.7304 -19.1983
H -16.6640 -22.1824 -20.8862
C -10.5509 -8.6145 -18.0053
H -16.0231 -16.7814 -13.6527
H -17.8065 -21.0460 -21.4471
H -17.1555 -23.0519 -18.0882
H -20.0486 -9.8025 -16.7619
H -19.6601 -16.6399 -20.8806
C -16.2775 -13.6065 -16.8061
H -18.2771 -25.2948 -19.3884
H -18.5119 -8.0644 -15.7408
H -13.9912 -13.7716 -11.3641
C -13.5614 -11.4648 -15.1304
C -12.1806 -19.8710 -17.1193
H -15.7254 -13.0356 -17.5527
H -24.1074 -12.7614 -18.7318
H -17.5807 -19.1852 -15.7043
O -18.1016 -15.4148 -21.7738
C -15.5385 -13.4855 -12.7363
H -17.8385 -24.3994 -15.4096
H -20.4887 -16.1957 -11.1345
H -13.9264 -15.6521 -14.7826
C -21.1861 -13.0268 -13.4409
C -20.8973 -15.3771 -10.5420
H -13.1537 -11.6606 -16.1221
H -17.1415 -20.9735 -16.8335
H -21.2971 -12.1955 -12.7448
N -17.6813 -17.7935 -19.4309
H -16.2723 -23.6123 -15.6233
C -12.7021 -19.6004 -15.6977
H -11.8600 -20.8896 -17.3380
H -19.9341 -14.6818 -22.6662
H -10.4945 -19.1953 -18.4213
H -12.7807 -11.0689 -14.4809
H -15.8881 -14.0500 -13.6007
H -15.8165 -11.5240 -13.4856
H -15.2201 -15.5624 -10.2721
O -11.9151 -10.5462 -18.3821
H -20.4518 -18.0709 -8.5455
C -16.4720 -20.0226 -19.3615
C -20.5572 -14.1670 -12.5685
H -14.5087 -15.6838 -19.9801
H -19.1349 -17.0799 -22.4195
H -9.6367 -12.7179 -21.6166
C -18.7619 -16.6331 -21.4980
H -15.5290 -18.8569 -10.3513
H -14.3849 -17.2626 -14.2065
H -19.5210 -13.9544 -12.3054
H -13.5890 -18.7661 -17.9508
H -11.7665 -16.4388 -15.2018
H -9.7589 -13.5543 -20.3067
C -10.7694 -14.4228 -15.0516
H -19.1079 -23.7568 -19.6488
H -18.5151 -17.8174 -13.6528
H -20.6137 -16.3694 -15.1282
H -17.2566 -8.7877 -14.8073
H -17.4271 -20.4647 -19.0778
H -9.5732 -9.0920 -18.0705
H -17.3382 -14.2520 -11.6760
H -10.4503 -14.5322 -14.0151
H -9.9646 -7.3142 -19.3789
H -12.9014 -11.4643 -20.0175
C -12.4228 -15.0314 -16.7172
H -12.1543 -18.1107 -13.4727
C -19.7426 -18.6920 -9.0926
H -11.2948 -14.3851 -23.5077
H -13.5061 -20.2750 -15.4035
H -16.4165 -21.3470 -22.4361
C -18.0181 -9.0177 -15.5525
C -18.1206 -20.0428 -15.3028
H -15.6216 -17.9570 -19.1943
H -12.0803 -14.0395 -19.6652
N -17.9344 -22.3642 -15.4537
H -16.6305 -17.3022 -21.2147
O -14.3642 -12.4635 -14.5242
H -19.4233 -12.2926 -14.2587
H -9.8241 -6.7695 -17.8447
H -13.1971 -18.6317 -15.7662
H -11.0382 -13.3685 -15.1182
H -8.1592 -15.4706 -16.7493
C -17.2347 -21.1958 -15.7705
H -17.0566 -16.2213 -10.9426
H -10.2236 -8.2015 -15.8570
C -19.7498 -10.5904 -16.0705
H -12.5011 -13.0357 -23.3197
C -16.5758 -15.0634 -17.2314
O -13.7287 -13.9111 -20.8415
H -11.8588 -7.9184 -16.4307
O -22.8353 -14.0163 -17.8946
H -18.4821 -14.9548 -17.7005
C -16.4904 -18.5569 -18.9233
N -15.7278 -15.9664 -9.4980
H -18.5011 -13.4934 -22.4581
H -16.9323 -24.7577 -17.5602
H -17.2290 -13.1156 -16.6017
H -9.3733 -16.4530 -15.9017
O -18.8634 -24.1737 -17.7487
O -18.3282 -19.8534 -13.8995
H -21.0900 -15.8488 -18.1523
C -20.8027 -16.7741 -16.1225
C -19.0295 -14.3896 -22.1329
H -21.6764 -15.8362 -9.9333
H -20.1282 -18.6953 -13.7107
H -14.3014 -11.6624 -12.5458
H -17.5781 -12.5929 -12.3107
H -16.4932 -18.4860 -11.6791
H -13.1967 -12.0703 -18.3430
O -15.4669 -16.3395 -15.5895
C -22.6048 -15.0047 -16.8459
C -13.0835 -11.1916 -18.9780
H -17.5228 -9.3096 -16.4786
H -17.2896 -16.9325 -16.4040
H -23.4392 -15.7023 -16.9184
H -15.1008 -17.5858 -11.5648
O -9.7007 -14.4189 -16.0247
H -11.0108 -9.5882 -19.9254
H -17.7331 -16.8694 -19.0265
C -19.0738 -24.6476 -19.0216
H -21.6191 -17.4817 -15.9778
N -13.1197 -15.1541 -14.4343
N -10.4281 -7.2678 -18.4827
H -14.0183 -10.6324 -18.9399
C -19.0653 -18.7411 -13.4739
C -16.6486 -16.8807 -10.1765
O -18.9215 -10.0314 -15.0967
H -20.0851 -15.0656 -9.8852
O -18.7738 -17.9972 -9.8674
H -17.4269 -15.5429 -15.2987
C -15.8795 -17.9972 -10.9225
H -13.9649 -14.6585 -12.6513
C -17.5227 -23.8491 -17.4418
H -13.3655 -14.2413 -14.7901
H -19.1469 -11.2873 -16.6527
H -13.3636 -15.4636 -17.0582
H -14.5666 -14.1954 -18.9742
H -11.4744 -12.2921 -21.1801
C -17.3174 -23.5974 -15.9326
H -19.4732 -14.0905 -21.1832
C -15.4384 -17.1904 -14.4767
O -16.1321 -20.1010 -20.7632
C -24.1518 -13.6283 -18.0726
H -19.8791 -17.2998 -16.3648
H -15.6570 -15.3975 -17.7133
C -17.7357 -17.3445 -9.1632
O -11.6909 -19.7553 -14.6790
H -10.2434 -19.0248 -16.7782
H -19.3035 -19.3997 -8.3894
N -13.2686 -19.7180 -18.0571
H -19.1119 -18.7581 -12.3850
C -11.5298 -9.3478 -18.9975
C -11.9944 -19.1868 -13.4053
C -16.7953 -16.0316 -16.0405
H -16.2583 -15.1997 -9.1097
H -15.6761 -20.4678 -18.7645
C -11.0279 -18.8867 -17.5223
H -16.2304 -21.1745 -15.3472
H -18.2136 -16.4811 -8.7001
H -11.0982 -19.3701 -12.8126
H -20.0275 -25.1550 -19.1669
H -11.3384 -9.5570 -16.2656
H -20.4011 -19.2361 -9.7697
N -14.6110 -14.2960 -11.9649
H -11.3494 -17.8533 -17.6521
C -16.7321 -21.2235 -21.4001
H -12.7641 -19.7424 -12.8697
H -19.0865 -20.0413 -15.8079
H -16.6079 -18.5810 -17.8399
C -12.3277 -14.1851 -20.7168
C -20.8647 -11.4008 -15.2418
C -14.9424 -12.1434 -13.2847
N -9.9435 -13.6256 -21.2971
H -22.2124 -13.2716 -13.7147
C -17.6321 -17.6030 -20.9074
C -21.1637 -15.6083 -17.0917
H -17.7100 -18.5588 -21.4255
N -20.3361 -12.6040 -14.5585
H -14.1796 -10.5722 -15.2267
C -10.9877 -8.5634 -16.5449
H -15.7667 -18.2117 -14.6699
H -24.7840 -14.3488 -18.5915
C -16.8539 -13.3054 -11.9157
C -11.4964 -13.3954 -23.0977
H -21.5960 -11.7420 -15.9746
H -15.6487 -13.6869 -15.9194
*
```

3.
Entry from the Open Molecules 2025 dataset: a cluster of 7 separate species, C11H32N4O15S2 in total in a non-equilibrium geometry (ωB97M-V with the def2-TZVPD basis set).

HOMO level (spin up / spin down)   -0.45 / -4.21 eV

```
! RIJCOSX wB97M-V def2-TZVPD def2/J DEFGRID3
* xyz -1 2
C 11.7054 -16.3966 23.5991
C 12.5444 -21.3686 24.9327
H 13.1975 -19.0755 18.5529
O 16.0309 -24.2996 21.5740
H 11.5710 -25.2940 17.3210
H 13.1156 -25.4800 18.0376
N 11.5002 -21.0883 25.9327
H 13.1073 -25.8707 22.7380
O 7.6342 -17.3767 17.0885
C 16.8490 -23.2400 21.2190
O 9.6664 -14.9594 22.7809
H 11.2527 -21.2226 21.4872
H 7.9299 -15.4169 19.4204
O 10.5702 -25.5884 20.0634
O 10.8117 -20.3522 19.7349
H 12.0469 -17.6710 18.4773
H 8.5242 -20.4929 22.9820
H 7.5711 -19.1886 23.7634
O 13.8884 -16.1003 18.7336
H 10.0031 -21.9838 20.3306
C 9.4982 -18.6826 22.7941
O 10.6763 -16.5911 21.1068
C 14.1880 -25.7285 22.7263
H 7.5239 -19.4722 22.0786
C 10.9899 -21.5456 20.4798
H 9.6047 -15.8898 18.8779
O 13.7276 -24.0639 20.4650
O 10.5312 -20.4730 25.6056
H 12.6217 -22.4391 25.1228
C 8.2134 -19.4498 22.9224
C 12.0903 -25.1958 18.2743
O 15.1682 -17.8515 19.0650
H 15.3972 -21.9101 20.1891
C 12.8794 -18.1362 19.0052
H 14.6158 -26.5645 22.1730
H 10.1840 -19.1715 23.4860
H 13.3901 -20.6935 25.0642
C 16.3282 -22.4403 19.9884
O 8.0050 -17.9073 19.1526
H 12.1097 -21.2793 23.9371
H 9.8927 -20.0969 19.8434
H 14.5647 -25.7395 23.7490
N 8.0018 -17.1270 18.2370
H 12.1454 -24.1490 18.5735
H 12.5370 -18.2346 20.0354
H 11.5436 -16.6863 24.6373
H 16.4327 -22.9778 19.0459
S 14.4160 -24.1201 21.7975
S 10.2766 -16.2475 22.4633
N 14.0768 -17.2693 18.8922
O 14.1442 -22.9912 22.7197
N 11.4981 -26.0363 19.4126
H 12.3069 -15.4882 23.6333
O 12.0418 -27.1663 19.6201
H 11.6598 -22.3595 20.2024
H 16.9788 -22.7210 22.1687
H 8.5386 -15.0925 17.7175
H 9.8140 -18.7302 21.7520
O 9.3429 -17.3332 23.1666
H 17.0936 -21.6816 19.8259
O 11.7371 -21.4473 27.1414
C 8.5630 -15.7400 18.5940
H 12.3970 -17.1279 23.1806
H 17.8390 -23.6344 20.9899
*
```

4.
Entry from the Open Molecules 2025 dataset: a cluster of 2 separate species, C5H13NO2 in total in a non-equilibrium geometry (ωB97M-V with the def2-TZVPD basis set).

HOMO level   -9.75 eV
SMILES   C=CC[C@H](N)CO.O
Relative energy (zero: lowest compared OMol25 entry of this formula, charge and spin)   45.5 kcal per mole

```
! RIJCOSX wB97M-V def2-TZVPD def2/J DEFGRID3
* xyz 0 1
H 0.0033 -1.7101 -0.0638
C -2.4519 0.3936 0.8783
H 1.9563 0.7175 -1.2022
H -0.3383 -1.1786 1.6006
C 0.6142 0.2789 0.3027
C 1.7878 0.2671 1.2582
O -1.3105 -0.6856 -2.9381
H -3.5114 0.4941 0.6941
H -1.1574 0.1161 -2.4134
H -2.0239 1.1090 1.5662
C -1.7918 -0.5411 0.1992
H -0.3960 -0.9988 -3.0428
H -2.3348 -1.1699 -0.4869
H 0.0990 1.2338 0.3950
H 2.3510 2.0863 0.7641
H 1.4683 0.4251 2.2814
C -0.3488 -0.8810 0.5485
H 2.3041 -0.6954 1.2174
H 1.2267 -0.7333 -1.3696
N 1.0729 0.2351 -1.1063
O 2.7812 1.2373 0.9172
*
```

| no. | E (eV) | molecular weight (g mol⁻¹) |
| --- | --- | --- |
| 1 | -71192.2018 | 565.0 |
| 2 | -99050.6485 | 1112.7 |
| 3 | -70254.7738 | 524.5 |
| 4 | -10979.9047 | 119.2 |